w | Below is a single C9H6O2 molecule, with properties calculated with ωB97M-V/def2-TZVPD.

Computed properties:
net charge	0
frontier orbital gap	9.368	eV
structure (SMILES)	O=Cc1ccc2occc2c1
multiplicity	1

Cartesian coordinates (Å):
C (2.846, -0.584, -0.001)
C (1.508, 0.021, -0.285)
C (1.341, 1.316, -0.275)
C (0.012, 1.770, -0.074)
C (-0.964, 0.832, -0.129)
C (-2.913, -0.239, 0.178)
C (-2.067, -1.301, -0.068)
C (-0.771, -0.563, -0.166)
C (0.526, -0.948, -0.157)
H (2.894, -1.769, -0.025)
H (2.112, 2.057, 0.061)
H (-0.206, 2.861, 0.230)
H (-4.026, -0.065, 0.231)
H (-2.517, -2.370, 0.003)
H (0.697, -2.032, 0.067)
O (3.883, 0.010, 0.290)
O (-2.356, 1.003, 0.122)


x | Below is a single C9H6O2 molecule, with properties calculated with ωB97M-V/def2-TZVPD.

Computed properties:
net charge	0
frontier orbital gap	8.522	eV
structure (SMILES)	O=C1Cc2ccccc2C1=O
multiplicity	1

Cartesian coordinates (Å):
C (2.165, -0.100, 1.181)
C (1.780, 0.834, 0.040)
C (0.343, 0.426, -0.296)
C (-0.470, 0.983, -1.273)
C (-1.756, 0.480, -1.421)
C (-2.236, -0.556, -0.611)
C (-1.418, -1.121, 0.383)
C (-0.143, -0.580, 0.535)
C (0.887, -0.952, 1.538)
H (2.467, 0.753, -0.820)
H (1.796, 1.897, 0.383)
H (-0.104, 1.830, -1.852)
H (-2.421, 0.905, -2.175)
H (-3.244, -0.897, -0.771)
H (-1.727, -1.926, 1.029)
O (3.257, -0.199, 1.706)
O (0.824, -1.776, 2.424)


Short version: w is the least stable of them.


w | Below is 2 unconnected molecules or ions with the total composition C3H10N2O3, with properties calculated with ωB97M-V/def2-TZVPD.

Computed properties:
net charge	0
frontier orbital gap	10.479	eV
structure (SMILES)	NNC(=O)O.COC
multiplicity	1

Cartesian coordinates (Å):
C (-0.056, 1.611, -0.447)
C (-2.002, 0.773, -1.422)
O (-0.660, 0.516, -1.090)
H (-2.085, 1.632, -2.103)
H (-0.094, 2.508, -1.079)
H (0.983, 1.347, -0.265)
H (-0.543, 1.831, 0.509)
H (-2.598, 0.975, -0.525)
H (-2.381, -0.119, -1.917)
N (1.605, -0.977, 1.062)
C (0.501, -0.552, 1.758)
N (1.494, -1.990, 0.097)
O (-0.636, -1.106, 1.355)
O (0.593, 0.256, 2.642)
H (-0.452, -1.650, 0.567)
H (2.506, -0.603, 1.337)
H (2.057, -2.801, 0.344)
H (1.768, -1.652, -0.823)


x | Below is 2 unconnected molecules or ions with the total composition C3H10N2O3, with properties calculated with ωB97M-V/def2-TZVPD.

Computed properties:
net charge	0
frontier orbital gap	10.464	eV
structure (SMILES)	NC(=O)NCCO.O
multiplicity	1

Cartesian coordinates (Å):
C (-0.411, -1.030, -0.558)
C (0.987, -1.683, -0.639)
O (1.582, -1.587, -1.941)
N (-0.447, 0.122, 0.320)
C (-0.924, 1.354, 0.067)
N (-1.442, 1.479, -1.271)
O (-0.909, 2.280, 0.851)
H (-0.626, -0.726, -1.570)
H (-1.133, -1.769, -0.230)
H (1.724, -1.302, 0.068)
H (0.909, -2.742, -0.424)
H (1.243, -0.790, -2.379)
H (-0.161, -0.041, 1.278)
H (-2.438, 1.262, -1.248)
H (-1.404, 2.467, -1.536)
H (1.032, 0.090, 3.358)
H (1.680, -0.437, 2.073)
O (1.177, -0.718, 2.846)


Short version: w is the least stable of them.


w | Below is a molecular structure, C44H50F5N5O3P3S3SeSiSrTe, with properties calculated with ωB97M-V/def2-TZVPD.

Computed properties:
net charge	-1
frontier orbital gap	5.752	eV
multiplicity	1

Cartesian coordinates (Å):
Sr (0.526, -0.157, 0.397)
F (5.728, 0.411, 3.888)
C (4.841, -0.133, 3.054)
C (3.499, 0.190, 3.145)
F (3.102, 1.028, 4.103)
C (2.576, -0.353, 2.278)
F (1.300, 0.076, 2.665)
C (2.912, -1.339, 1.245)
S (1.966, -2.351, -0.001)
C (4.280, -1.620, 1.264)
F (4.767, -2.569, 0.458)
C (5.223, -1.047, 2.106)
F (6.504, -1.412, 2.016)
C (-4.232, 1.143, -5.354)
Si (-3.812, 1.790, -3.631)
C (-4.742, 0.714, -2.416)
C (-4.384, 3.579, -3.514)
C (-1.924, 1.818, -3.544)
C (-1.262, 2.245, -4.687)
C (0.125, 2.218, -4.767)
C (0.805, 1.735, -3.668)
N (0.222, 1.355, -2.536)
C (-1.124, 1.411, -2.446)
S (-1.838, 0.946, -0.941)
H (-5.315, 1.097, -5.494)
H (-3.840, 0.130, -5.483)
H (-3.820, 1.761, -6.153)
H (-5.712, 0.437, -2.838)
H (-4.895, 1.231, -1.468)
H (-4.178, -0.188, -2.175)
H (-5.437, 3.690, -3.781)
H (-3.791, 4.211, -4.179)
H (-4.251, 3.955, -2.496)
H (-1.829, 2.594, -5.544)
H (0.656, 2.541, -5.652)
H (1.889, 1.655, -3.694)
C (0.661, 5.628, 0.843)
P (-0.324, 4.073, 0.994)
C (-1.547, 4.443, -0.331)
C (-1.393, 4.438, 2.460)
C (-1.546, 5.741, 2.939)
C (-2.342, 6.024, 4.037)
C (-3.007, 4.994, 4.684)
C (-2.854, 3.695, 4.230)
C (-2.055, 3.389, 3.127)
P (-1.801, 1.630, 2.603)
C (-3.476, 1.248, 1.947)
C (-1.872, 0.771, 4.225)
H (0.060, 6.527, 0.687)
H (1.313, 5.502, -0.023)
H (1.296, 5.769, 1.720)
H (-2.071, 5.382, -0.137)
H (-2.252, 3.617, -0.419)
H (-1.017, 4.509, -1.284)
H (-1.029, 6.558, 2.454)
H (-2.439, 7.045, 4.385)
H (-3.636, 5.200, 5.542)
H (-3.369, 2.897, 4.750)
H (-4.218, 1.168, 2.745)
H (-3.431, 0.317, 1.382)
H (-3.774, 2.038, 1.256)
H (-2.839, 0.852, 4.726)
H (-1.096, 1.172, 4.880)
H (-1.654, -0.282, 4.044)
S (-1.309, -4.989, -5.527)
C (-0.574, -3.723, -4.523)
C (-1.334, -2.892, -3.714)
C (-0.687, -1.901, -2.994)
N (0.632, -1.713, -3.022)
C (1.354, -2.555, -3.756)
C (0.806, -3.565, -4.530)
C (-2.749, -4.126, -6.106)
C (-2.651, -2.943, -6.828)
C (-3.816, -2.344, -7.276)
N (-5.035, -2.839, -7.063)
C (-5.115, -3.965, -6.364)
C (-4.012, -4.644, -5.862)
H (-2.405, -3.012, -3.627)
H (-1.260, -1.247, -2.344)
H (2.431, -2.416, -3.729)
H (1.439, -4.213, -5.121)
H (-1.687, -2.496, -7.030)
H (-3.767, -1.420, -7.841)
H (-6.113, -4.348, -6.181)
H (-4.135, -5.550, -5.285)
C (1.321, -4.577, 4.284)
C (1.259, -4.007, 2.882)
O (0.465, -2.817, 2.882)
P (-1.012, -2.738, 2.245)
O (-1.213, -1.324, 1.770)
Te (-1.662, -4.404, 0.681)
O (-1.801, -2.949, 3.649)
C (-3.180, -3.315, 3.716)
C (-4.106, -2.294, 3.080)
H (1.918, -5.492, 4.291)
H (0.318, -4.808, 4.643)
H (1.772, -3.861, 4.973)
H (0.841, -4.729, 2.178)
H (2.248, -3.724, 2.521)
H (-3.386, -3.408, 4.783)
H (-3.308, -4.294, 3.248)
H (-4.188, -1.395, 3.694)
H (-5.100, -2.726, 2.952)
H (-3.735, -1.999, 2.098)
Se (2.767, 0.207, -1.516)
N (2.443, 1.449, -0.243)
C (3.637, 1.942, 0.085)
C (3.813, 2.987, 1.039)
C (5.072, 3.434, 1.293)
C (6.208, 2.866, 0.640)
C (6.073, 1.867, -0.273)
C (4.768, 1.389, -0.585)
N (4.501, 0.425, -1.466)
H (2.940, 3.402, 1.527)
H (5.222, 4.234, 2.007)
H (7.194, 3.244, 0.880)
H (6.927, 1.429, -0.771)


x | Below is a molecular structure, C44H50F5N5O3P3S3SeSiSrTe, with properties calculated with ωB97M-V/def2-TZVPD.

Computed properties:
net charge	-1
frontier orbital gap	5.842	eV
multiplicity	1

Cartesian coordinates (Å):
Sr (-1.182, 1.154, 0.400)
F (-1.642, 5.108, 5.494)
C (-1.125, 4.571, 4.390)
C (-1.933, 3.924, 3.472)
F (-3.237, 3.812, 3.705)
C (-1.390, 3.385, 2.320)
F (-2.328, 2.719, 1.598)
C (-0.013, 3.407, 2.023)
S (0.894, 2.764, 0.637)
C (0.749, 4.073, 2.993)
F (2.069, 4.175, 2.830)
C (0.231, 4.641, 4.138)
F (1.035, 5.263, 5.003)
C (-2.908, -2.311, 7.089)
Si (-1.845, -1.132, 6.042)
C (-2.508, 0.611, 6.327)
C (-0.055, -1.300, 6.634)
C (-2.024, -1.672, 4.244)
C (-2.697, -2.828, 3.898)
C (-2.888, -3.178, 2.561)
C (-2.438, -2.290, 1.598)
N (-1.753, -1.182, 1.890)
C (-1.505, -0.889, 3.184)
S (-0.488, 0.466, 3.485)
H (-2.866, -2.015, 8.137)
H (-2.567, -3.344, 7.028)
H (-3.952, -2.284, 6.782)
H (-2.720, 0.778, 7.384)
H (-3.432, 0.761, 5.767)
H (-1.797, 1.356, 5.984)
H (0.063, -0.952, 7.660)
H (0.598, -0.710, 5.996)
H (0.271, -2.340, 6.592)
H (-3.096, -3.471, 4.673)
H (-3.426, -4.071, 2.276)
H (-2.637, -2.452, 0.546)
C (3.438, -1.015, 2.594)
P (1.938, -1.561, 1.678)
C (1.423, -2.931, 2.795)
C (2.699, -2.542, 0.312)
C (3.991, -3.057, 0.420)
C (4.613, -3.690, -0.639)
C (3.947, -3.827, -1.841)
C (2.660, -3.339, -1.968)
C (2.012, -2.697, -0.914)
P (0.292, -2.056, -1.138)
C (0.232, -1.930, -2.981)
C (-0.599, -3.661, -0.948)
H (3.992, -1.829, 3.066)
H (3.087, -0.333, 3.368)
H (4.106, -0.464, 1.930)
H (2.192, -3.703, 2.865)
H (0.489, -3.373, 2.460)
H (1.247, -2.498, 3.779)
H (4.531, -2.945, 1.351)
H (5.620, -4.072, -0.527)
H (4.428, -4.313, -2.680)
H (2.154, -3.451, -2.918)
H (0.255, -2.895, -3.491)
H (1.058, -1.314, -3.341)
H (-0.697, -1.419, -3.237)
H (-0.117, -4.453, -1.526)
H (-1.627, -3.535, -1.289)
H (-0.628, -3.949, 0.101)
S (5.580, 0.199, -3.814)
C (4.015, 0.559, -3.032)
C (2.994, 1.185, -3.735)
C (1.791, 1.413, -3.087)
N (1.560, 1.044, -1.841)
C (2.544, 0.466, -1.172)
C (3.788, 0.192, -1.718)
C (6.489, 1.637, -3.307)
C (6.024, 2.926, -3.531)
C (6.817, 3.989, -3.136)
N (8.007, 3.855, -2.569)
C (8.441, 2.622, -2.362)
C (7.728, 1.483, -2.701)
H (3.122, 1.472, -4.770)
H (0.976, 1.897, -3.608)
H (2.319, 0.194, -0.147)
H (4.549, -0.301, -1.130)
H (5.063, 3.102, -3.993)
H (6.477, 5.006, -3.294)
H (9.411, 2.530, -1.886)
H (8.124, 0.500, -2.493)
C (-4.411, -3.526, -2.928)
C (-3.982, -2.074, -2.830)
O (-4.638, -1.486, -1.712)
P (-3.949, -0.220, -0.958)
O (-2.462, -0.415, -0.972)
Te (-5.025, 0.107, 1.106)
O (-4.232, 0.990, -1.991)
C (-5.437, 1.743, -2.027)
C (-6.561, 0.982, -2.704)
H (-3.926, -4.008, -3.777)
H (-5.490, -3.601, -3.056)
H (-4.140, -4.062, -2.020)
H (-4.262, -1.520, -3.735)
H (-2.898, -1.991, -2.701)
H (-5.184, 2.652, -2.580)
H (-5.715, 2.013, -1.002)
H (-6.249, 0.636, -3.690)
H (-7.430, 1.631, -2.823)
H (-6.851, 0.121, -2.106)
Se (-1.225, 3.776, -0.884)
N (-1.618, 2.287, -1.700)
C (-1.433, 2.532, -3.004)
C (-1.638, 1.575, -4.011)
C (-1.356, 1.918, -5.304)
C (-0.873, 3.205, -5.630)
C (-0.686, 4.157, -4.665)
C (-0.979, 3.837, -3.329)
N (-0.863, 4.692, -2.303)
H (-2.013, 0.600, -3.731)
H (-1.503, 1.192, -6.095)
H (-0.659, 3.443, -6.664)
H (-0.329, 5.151, -4.906)


Short version: w is the least stable of them.